# 1
Entry from the OMol25 dataset: a structure of composition C7H24F2HfN12O9 at a distorted geometry (ωB97M-V/def2-TZVPD).

Geometry as XYZ:
```
55
Properties=species:S:1:pos:R:3:forces:R:3
Hf 1.3214 -1.0433 2.0656 -3.6 0.7 -6.0
F 1.8873 1.0163 2.8446 -0.7 -3.5 -0.7
F 0.3934 0.2753 0.4884 1.6 -1.6 1.9
C 0.6290 -3.4123 0.9506 3.4 12.2 4.6
O -0.2966 -2.4806 1.0744 -8.4 0.7 -1.0
O 1.4808 -2.6928 0.2755 4.6 -2.3 -4.8
O 1.0441 -3.4188 2.1661 3.0 -4.8 5.1
C 0.6280 -2.6683 -3.0725 -0.2 -0.4 -2.1
O 0.8764 -3.0441 -4.2166 0.1 0.1 0.6
N 1.0881 -1.4984 -2.5699 0.3 0.7 0.8
N -0.2210 -3.3075 -2.2284 0.1 0.1 0.8
H 0.7975 -1.2064 -1.6448 0.3 -0.1 -0.3
H 1.7271 -0.9371 -3.1018 -0.1 -0.2 -0.1
H -0.5371 -4.2354 -2.4488 0.2 0.1 -0.1
H 0.0032 -3.0717 -1.2749 -0.6 -0.3 0.2
C -1.5236 1.7396 -2.1831 0.1 1.3 -3.0
O -1.8540 2.2443 -3.2683 -0.2 -0.3 1.4
N -2.2047 1.8178 -1.0391 -1.2 0.3 0.9
N -0.3642 1.1054 -2.0745 2.1 -1.2 -0.2
H -1.7717 1.3820 -0.2409 -0.2 0.6 0.4
H -2.7620 2.6564 -0.9810 -0.2 -0.3 0.5
H -0.0200 0.6734 -1.2236 -0.3 0.0 -0.3
H 0.0846 0.8900 -2.9493 -0.1 -0.1 0.1
C -3.2829 -2.2673 -0.5443 -1.4 1.4 -1.5
O -4.2530 -2.0798 -1.2814 0.2 -0.9 0.4
N -2.9639 -3.4247 0.0809 -0.3 0.1 -0.1
N -2.4256 -1.2642 -0.2850 0.9 0.1 1.1
H -2.1501 -3.3618 0.6718 -0.1 -0.9 0.1
H -3.5329 -4.2108 -0.1777 0.4 -0.2 0.4
H -1.6605 -1.5136 0.3308 0.2 0.7 -0.5
H -2.5072 -0.3765 -0.7414 -0.3 -0.1 -0.2
C -2.0008 0.3417 2.8986 1.1 0.5 -0.5
O -0.9375 -0.3037 2.8260 1.5 -1.7 0.7
N -1.9759 1.6094 2.4696 -1.3 0.5 0.1
N -3.1524 -0.1629 3.3738 1.2 -0.2 -0.2
H -1.1177 2.1400 2.4936 0.0 0.0 -0.3
H -2.8578 2.0934 2.5358 0.3 0.5 -0.1
H -4.0046 0.3639 3.3135 -0.2 -0.4 0.1
H -3.0685 -1.1398 3.6030 -0.7 0.0 0.0
C 0.9125 4.2419 0.6100 -2.6 0.1 0.3
O 0.7269 5.4437 0.4697 1.2 -0.6 0.2
N 0.7291 3.5865 1.8235 0.2 0.8 1.2
N 0.9062 3.3411 -0.4006 1.2 0.4 -0.1
H 1.0520 2.6477 2.0010 0.5 -0.2 -0.3
H 0.9052 4.1928 2.6118 -0.1 0.0 0.0
H 0.7787 2.3787 -0.1342 -0.1 -0.1 -0.8
H 1.0334 3.7306 -1.3198 -0.3 -0.6 -0.2
C 4.0405 0.0841 0.1398 0.1 1.4 -3.3
O 3.3113 -0.6457 0.8010 -1.4 -1.2 2.2
N 5.1687 -0.2956 -0.5155 0.2 -0.6 1.0
N 3.7066 1.3309 -0.3025 -0.7 -0.4 1.4
H 5.6169 0.4435 -1.0153 0.4 -0.3 -0.3
H 5.4610 -1.2433 -0.6837 -0.2 0.0 0.4
H 4.3104 1.7850 -0.9553 -0.2 0.3 -0.1
H 2.8262 1.7510 -0.0452 0.2 0.2 0.1
```
Positions in Å, forces in eV/Å.

E: -50702.961 eV
Max |F|: 13.5 eV Å⁻¹
Total charge: 0
2S+1: 1
HOMO-LUMO gap: 6.1 eV
ΔE to the lowest compared entry with this formula, charge and spin: 0.0000 eV

Mulliken population analysis, charges in e, atoms 1 to 8:
1. Hf 1.895
2. F -0.745
3. F 0.405
4. C 0.713
5. O -0.757
6. O -0.523
7. O -0.803
8. C 0.358

# 2
Entry from the OMol25 dataset: a cluster of 7 separate species, C7H25Br6N3O3 in total at a distorted geometry (ωB97M-V/def2-TZVPD).

Geometry as XYZ:
```
44
Properties=species:S:1:pos:R:3:forces:R:3
N 3.2068 -0.4590 -2.6484 0.9 -0.2 0.1
H 3.7368 -1.3057 -2.7976 0.8 -0.3 -0.2
H 3.5660 0.0402 -1.8472 0.3 0.2 0.5
H 2.3094 -0.8261 -2.3655 -2.0 0.2 0.4
H 3.2323 0.1573 -3.4482 -0.4 0.0 -0.5
N 1.7975 -3.3156 1.2302 0.0 -0.2 1.0
H 2.5074 -2.5973 1.2210 0.8 0.1 0.0
H 1.5987 -3.6637 2.1572 0.2 -0.2 0.7
H 1.9836 -4.0851 0.6030 0.6 -0.7 -0.8
H 0.9440 -2.8823 0.9080 -1.5 0.7 -0.8
N -0.5001 -4.0866 -2.0181 0.7 -0.3 -0.7
H -1.1475 -4.8618 -2.0103 -0.7 0.0 -0.3
H 0.4067 -4.4886 -1.8280 1.2 -0.5 1.0
H -0.6592 -3.3392 -1.3576 -0.2 0.8 1.2
H -0.2684 -3.6710 -2.9090 -0.8 0.2 -0.9
O -0.0126 0.0930 0.3485 0.1 -1.4 -0.8
C 0.1610 -1.0705 -0.3240 0.6 -1.7 -1.1
O 0.8649 -1.0423 -1.3847 -0.1 0.8 0.3
O -0.3037 -2.1581 0.0904 -0.8 0.3 0.9
H 0.4397 0.5599 -0.3579 0.3 2.0 0.2
Br 0.8512 3.0708 -1.3453 0.4 0.2 -0.2
C 2.2911 4.3067 -1.9305 -0.8 0.5 0.3
C 3.3979 4.3949 -0.8932 0.1 0.2 -0.7
Br 4.6932 5.6791 -1.5840 0.3 -0.1 -0.3
H 1.8223 5.2850 -2.0369 -0.2 -0.1 0.2
H 2.5084 3.9974 -2.9529 0.6 -0.2 0.4
H 3.8940 3.4359 -0.7437 0.0 0.3 0.3
H 3.1322 4.9274 0.0200 -0.5 -0.8 0.0
Br -0.4270 4.0146 2.2010 -0.5 0.0 0.0
C -2.2870 3.7887 1.5824 -0.1 -0.2 -0.9
C -2.3506 2.4445 0.8220 -0.7 0.5 1.8
Br -4.2295 2.1750 0.0801 1.7 0.4 0.0
H -2.5195 4.6211 0.9182 0.2 0.0 0.1
H -2.9442 3.8410 2.4504 0.2 -0.2 -0.1
H -2.2873 1.6822 1.5986 0.0 -0.2 -0.4
H -1.4759 2.3525 0.1781 -0.8 -0.1 -0.7
Br -2.4225 -4.3360 2.5059 -1.0 1.0 0.1
C -3.6177 -2.7801 2.9834 0.0 1.5 -0.6
C -3.4616 -1.5797 2.0325 1.0 0.3 0.5
Br -4.2212 0.0912 2.9615 0.5 -1.6 -0.6
H -3.2449 -2.3938 3.9320 -0.2 -0.7 0.1
H -4.6915 -2.9671 2.9880 0.3 -1.1 0.4
H -3.8820 -1.6537 1.0296 -0.3 0.0 0.4
H -2.3912 -1.3951 1.9410 -0.1 0.4 -0.1
```
Positions in Å, forces in eV/Å.

E: -438523.833 eV
Max |F|: 2.1 eV Å⁻¹
Total charge: +1
2S+1: 2
HOMO-LUMO gap (spin up / spin down): 3.6 / 8.4 eV
ΔE to the lowest compared entry with this formula, charge and spin: 0.0626 eV

Mulliken population analysis, charges in e, atoms 1 to 8:
1. N -0.737
2. H 0.609
3. H 0.375
4. H 0.288
5. H 0.341
6. N -0.917
7. H 0.544
8. H 0.455

# 3
Entry from the OMol25 dataset: a cluster of 5 separate species, C7H25NO4 in total at a distorted geometry (ωB97M-V/def2-TZVPD).

Geometry as XYZ:
```
37
Properties=species:S:1:pos:R:3:forces:R:3
C 0.8954 0.1761 -0.1036 -0.9 -0.6 -0.6
N -0.0383 -0.2613 0.9395 -1.1 0.4 -1.9
C -0.4511 -1.6988 0.8511 2.1 0.2 3.0
C -1.3402 -1.7521 2.0965 -2.2 -2.8 0.3
C -1.0448 -2.4043 -0.3070 -1.2 -0.1 0.3
C 0.3464 0.1355 -1.6099 -0.5 0.4 -0.4
C -2.0509 1.2951 -1.3696 1.1 6.2 -0.2
C -0.6356 1.3450 -1.9455 1.4 1.5 0.9
H 1.2137 1.2050 0.2113 0.0 -0.8 -0.8
H 1.7460 -0.5365 -0.0215 -0.2 0.7 -0.5
H -0.8931 0.3438 0.8602 0.9 -0.8 0.2
H 0.4598 -2.3090 0.9937 0.0 0.8 0.6
H -2.3684 -1.5102 1.7309 0.4 0.2 0.3
H -1.0631 -0.9884 2.8204 0.2 -0.5 0.2
H -1.5636 -2.8343 2.5902 1.1 2.5 -1.0
H -2.0862 -2.0881 -0.2399 -0.4 -0.2 -1.3
H -1.0042 -3.4789 -0.0407 -0.1 0.5 -0.5
H -0.4977 -2.1715 -1.2130 -0.6 -0.7 0.1
H 1.2401 0.2065 -2.2770 -0.8 0.2 0.5
H -0.2146 -0.8819 -1.9597 1.4 2.9 1.1
H -2.3508 2.1022 -0.5460 1.3 -1.4 -1.4
H -2.2484 0.4531 -0.9309 -1.7 -5.2 1.9
H -2.6703 1.6187 -2.1634 -1.3 -0.4 -0.7
H -0.2855 2.4033 -1.6430 0.4 -1.9 -0.1
H -0.6676 1.4827 -3.0238 -0.2 -0.5 -0.2
H 2.6774 -1.6220 -3.2624 1.1 -0.4 0.5
H 1.1940 -1.5019 -3.2527 0.0 0.1 -0.3
O 1.9704 -1.2898 -3.7851 -0.9 0.1 -0.6
H 3.0777 -1.8053 2.5044 3.5 -0.1 1.9
H 2.4505 -1.2543 1.2253 -0.4 -1.3 2.3
O 2.2859 -1.7968 2.0734 -2.6 1.2 -3.7
H -0.5621 4.0700 0.6946 -2.3 -0.9 4.8
H 0.6432 4.4163 0.0486 -0.1 0.1 -0.6
O -0.2852 4.2060 -0.1368 2.4 0.9 -4.0
H 0.6727 2.0624 3.2217 -2.4 -1.7 -1.3
H 2.1056 2.1377 3.3415 3.3 -1.6 -1.1
O 1.3430 2.5256 3.6279 -0.8 3.2 2.4
```
Positions in Å, forces in eV/Å.

E: -17341.160 eV
Max |F|: 6.2 eV Å⁻¹
Total charge: 0
SMILES: CCCCNC(C)C.O.O.O.O
2S+1: 1
HOMO-LUMO gap: 9.3 eV
ΔE to the lowest compared entry with this formula, charge and spin: 4.1518 eV

Mulliken population analysis, charges in e, atoms 1 to 8:
1. C -0.545
2. N -0.059
3. C 0.653
4. C -1.423
5. C -1.344
6. C -0.247
7. C -1.160
8. C -0.807

# 4
Entry from the OMol25 dataset: a structure of composition C7H25O8P at a distorted geometry (ωB97M-V/def2-TZVPD).

Geometry as XYZ:
```
41
Properties=species:S:1:pos:R:3:forces:R:3
C -0.1723 2.8631 0.3429 -0.5 -0.5 -0.1
O 1.0301 2.5937 1.1124 0.4 -0.6 0.2
P 1.0884 1.4422 2.2083 0.6 0.9 1.7
O 0.5529 1.8383 3.5558 0.7 -1.1 -2.3
O 0.3669 0.1719 1.4565 1.1 1.2 1.2
C 0.6433 -1.1163 1.9605 -0.4 0.0 2.1
O 2.6697 0.9918 2.2549 -1.5 -0.4 -1.1
C 3.7024 1.7048 2.9348 -1.1 1.4 0.9
H -0.5391 3.8821 0.4659 0.3 -0.1 0.4
H -0.9036 2.1103 0.6372 0.1 1.2 -0.1
H 0.0023 2.6679 -0.7151 0.3 0.3 0.2
H 1.7048 -1.3184 1.8177 -0.1 -0.3 0.5
H 0.0223 -1.8925 1.5133 0.5 1.1 1.5
H 0.2249 -1.1395 2.9667 1.0 -0.1 0.6
H 3.8607 1.2748 3.9238 0.3 -0.3 -0.3
H 3.3215 2.7073 3.1298 0.1 0.2 0.1
H 4.6156 1.8754 2.3647 -0.2 -0.8 -0.3
C -2.5646 0.9562 0.4849 -0.4 1.2 -2.2
O -2.5623 1.4906 -0.8853 -4.3 5.5 3.9
H -1.5691 0.7239 0.8634 -0.4 -0.4 -0.1
H -2.9286 1.7688 1.1137 -0.8 -0.5 0.2
H -3.1261 0.0269 0.3893 -0.5 0.0 1.0
H -1.9917 0.8673 -1.3408 -0.4 0.6 -0.9
C 0.0610 0.2251 -1.1929 -0.3 0.6 1.0
O -1.3451 -0.0578 -1.2369 5.5 1.9 -1.2
H 0.2790 0.7171 -0.2451 -0.3 0.8 -1.6
H 0.6614 -0.6575 -0.9727 0.0 -0.1 -0.9
H 0.3395 0.6995 -2.1340 0.4 0.0 0.5
H -1.4086 -1.0128 -1.1616 -0.1 4.7 0.1
C -0.3816 -1.8546 -4.1285 0.9 -0.2 -0.4
O -0.0149 -1.4681 -2.8194 2.8 -0.2 -5.7
H 0.4946 -1.8953 -4.7755 0.1 0.4 -0.1
H -0.7287 -2.8873 -4.1635 -0.4 -0.2 0.1
H -1.1376 -1.1994 -4.5612 -0.1 0.1 -0.1
H -0.6476 -1.9704 -2.3009 1.1 0.2 -2.6
C -0.2932 -2.6618 -0.3392 0.8 -0.4 0.2
O -1.1588 -1.9993 -1.2630 -3.0 -13.6 5.6
H 0.6687 -2.9306 -0.7758 -0.5 -0.4 -0.9
H 0.0584 -1.9166 0.3744 -1.1 -0.9 -1.8
H -0.8464 -3.5119 0.0600 0.5 0.0 0.3
H -2.0485 -2.1089 -0.9193 -1.0 -1.3 0.1
```
Positions in Å, forces in eV/Å.

E: -33322.805 eV
Max |F|: 15.0 eV Å⁻¹
Total charge: 0
2S+1: 1
HOMO-LUMO gap: 8.3 eV
ΔE to the lowest compared entry with this formula, charge and spin: 10.9728 eV

Mulliken population analysis, charges in e, atoms 1 to 8:
1. C 0.202
2. O -0.341
3. P 0.739
4. O -0.711
5. O -0.133
6. C -1.034
7. O -0.376
8. C -0.712

Which formula does entry 3 have? C7H25NO4